(1)
C4H5N3O | ωB97M-V/def2-TZVPD

* HOMO: -7.89 eV
* relative energy (zero: lowest compared OMol25 entry of this formula, charge and spin): 554.3 kJ/mol
* SMILES: [H]/N=C1/NC=C/C1=N\O
* calculated total energy: -394.75643 hartree
* lowest unoccupied orbital energy: -0.4 eV
* molar mass: 111.10 g mol⁻¹

Atoms and positions in Å:
H 2.1547 0.1513 -0.8780
N 1.7831 -0.7843 -1.2390
C 0.6459 -0.7047 -0.6683
N -0.4099 -1.6618 -0.6380
C -1.4862 -1.1561 0.0645
C -1.0301 -0.0232 0.6072
C 0.1452 0.4069 0.0924
N 0.9298 1.5485 0.1276
O 0.2292 2.4900 0.7439
H 0.2917 -2.6956 -0.5444
H -2.4778 -1.5370 0.2861
H -1.5503 0.5699 1.2552
H 0.7747 3.3961 0.7907

Atom-resolved charges from natural (NBO), all expressed in e: number 1, H, carries 0.36; number 2, N, carries -0.61; number 3, C, carries 0.36; number 4, N, carries -0.63; number 5, C, carries 0.06; number 6, C, carries -0.34; number 7, C, carries 0.04; number 8, N, carries -0.09; number 9, O, carries -0.54; number 10, H, carries 0.43; number 11, H, carries 0.23; number 12, H, carries 0.22; number 13, H, carries 0.48

---

(2)
C30H42AlBr4Cl2F9IMg3NO12S | ωB97M-V/def2-TZVPD

* charge: +2
* HOMO: -12.74 eV
* calculated total energy: -15779.04851 hartree
* lowest unoccupied orbital energy: -10.4 eV
* molar mass: 1429.03 g mol⁻¹

Atoms and positions in Å:
C -4.9488 -0.0272 4.4736
C -3.7883 -0.9376 4.5205
Br -3.4100 -1.1721 6.4524
C -2.4361 -0.3898 3.9826
C -2.2672 -0.4109 2.4438
F -3.4950 -0.9452 2.0573
C -2.2076 0.9837 1.6839
I -3.1781 2.6173 2.7804
C -2.8749 1.0000 0.3050
C -3.1458 2.3252 -0.4073
C -1.9393 3.1798 -0.7346
F -0.9132 2.4093 -1.1536
F -1.5610 4.0286 0.2025
F -2.2361 3.9421 -1.8085
O -0.8521 1.4311 1.4158
S 0.2749 1.0228 2.4567
O -0.0812 1.5284 3.7304
O 1.5629 1.4145 2.0200
C 0.2758 -0.7396 2.3837
C 1.3470 -1.1940 1.3916
C 1.5409 -0.3828 0.1139
C 1.5994 -1.0826 -1.2663
O 2.4078 -0.0747 -2.0141
C 0.8713 -1.2450 3.7470
C 1.9651 -0.4049 4.4018
O 3.0612 -0.2091 3.9864
Br 1.5254 0.3288 6.1579
C -1.1100 -1.3673 2.0097
C -1.1433 -2.7280 2.7518
C -2.1535 -3.7574 2.3769
O -3.3065 -3.7282 2.5561
Br -1.3801 -5.4970 1.4627
C -1.1052 -1.6671 0.5150
C -2.3490 -2.0437 -0.2642
F -0.2019 -2.7510 0.2800
H -5.1778 0.3625 3.4889
H -4.7583 0.9304 5.1386
H -5.8527 -0.4889 4.8471
H -4.0068 -1.9616 4.2128
H -2.2874 0.5664 4.4657
H -1.7422 -1.0259 4.5027
H -3.8199 0.4791 0.2860
H -2.2561 0.4630 -0.4078
H -3.9976 2.8778 -0.0479
H -3.4902 2.0121 -1.3862
H 1.3024 -2.2496 1.2610
H 2.3134 -1.0931 1.8703
H 2.4940 0.1278 0.1965
H 0.8134 0.4067 -0.0350
H 0.6481 -1.1447 -1.7813
H 2.1391 -2.1176 -1.3177
H 1.9299 0.7615 -2.0744
H 1.3372 -2.2052 3.5624
H 0.1638 -1.4266 4.5407
H -1.2416 -2.6641 3.8261
H -0.1938 -3.2225 2.5952
H -0.7296 -0.7934 0.0166
H -3.2214 -1.4248 -0.1717
H -2.0682 -1.9923 -1.3161
H -2.6729 -3.0724 -0.1353
C -9.5760 0.9742 -2.8697
C -9.2801 1.9753 -1.7753
O -7.8626 2.0922 -1.5335
C -7.1993 2.8409 -2.4086
O -7.6598 3.4242 -3.3464
O -5.9002 2.8246 -2.0645
C -5.0417 3.5351 -2.9695
H -9.1068 0.0148 -2.6466
H -10.6501 0.8271 -2.9711
H -9.1837 1.3128 -3.8276
H -9.7145 1.6398 -0.8362
H -9.7050 2.9517 -2.0003
H -5.3916 4.5505 -3.1349
H -4.9727 3.0003 -3.9159
H -4.0698 3.5615 -2.4954
Mg 0.1245 -4.5145 -0.2917
C 4.8661 1.4855 -4.4196
O 4.4614 0.1831 -3.9483
H 5.2403 1.3559 -5.4277
H 4.0128 2.1685 -4.4284
H 5.6512 1.8904 -3.7942
H 4.1228 0.2896 -3.0761
Br -2.9513 -5.2612 4.3709
C 7.6381 -0.5814 -0.1578
C 7.2228 0.7210 -0.4307
C 7.7100 1.4029 -1.5439
C 8.6162 0.7583 -2.3702
C 9.0346 -0.5337 -2.1204
C 8.5401 -1.2054 -1.0064
N 9.1529 1.4727 -3.5499
O 8.7872 2.6239 -3.7080
O 9.9192 0.8769 -4.2532
H 7.2563 -1.1065 0.7101
H 6.5104 1.2228 0.2497
H 7.3992 2.4204 -1.7457
H 9.7432 -1.0206 -2.7780
H 8.8648 -2.2152 -0.8015
F 6.9193 -3.7253 -3.9237
Al 7.3993 -2.2863 -4.6693
F 8.9134 -1.8067 -4.1006
F 6.2660 -1.0904 -4.1907
F 7.3735 -2.4232 -6.3369
Cl 2.2370 -3.8681 -0.5746
Mg 4.3577 -0.1174 -1.4809
Cl -4.8325 1.5696 6.7166
Mg 5.2500 1.9251 1.4383

Results of the Mulliken charge analysis, in e, for atoms 1 through 99: number 1, C, carries -0.64; number 2, C, carries -0.35; number 3, Br, carries 0.12; number 4, C, carries -1.56; number 5, C, carries 2.88; number 6, F, carries -0.50; number 7, C, carries -1.04; number 8, I, carries 0.22; number 9, C, carries -0.59; number 10, C, carries -1.71; number 11, C, carries 0.97; number 12, F, carries -0.31; number 13, F, carries -0.25; number 14, F, carries -0.37; number 15, O, carries 0.17; number 16, S, carries 1.39; number 17, O, carries -0.64; number 18, O, carries -0.58; number 19, C, carries 1.45; number 20, C, carries -2.24; number 21, C, carries -0.52; number 22, C, carries -0.16; number 23, O, carries -0.35; number 24, C, carries -1.43; number 25, C, carries -0.19; number 26, O, carries -0.45; number 27, Br, carries -0.10; number 28, C, carries 0.88; number 29, C, carries -1.27; number 30, C, carries -0.86; number 31, O, carries -0.34; number 32, Br, carries -0.18; number 33, C, carries 0.70; number 34, C, carries -1.94; number 35, F, carries -0.15; number 36, H, carries 0.17; number 37, H, carries 0.08; number 38, H, carries 0.57; number 39, H, carries 0.33; number 40, H, carries 0.78; number 41, H, carries -0.09; number 42, H, carries 0.80; number 43, H, carries -0.07; number 44, H, carries 0.70; number 45, H, carries 0.51; number 46, H, carries 1.12; number 47, H, carries 1.06; number 48, H, carries -0.02; number 49, H, carries 0.12; number 50, H, carries 0.15; number 51, H, carries -0.07; number 52, H, carries 0.21; number 53, H, carries 0.62; number 54, H, carries 0.91; number 55, H, carries 0.57; number 56, H, carries 1.35; number 57, H, carries -0.14; number 58, H, carries 0.15; number 59, H, carries 0.63; number 60, H, carries 0.49; number 61, C, carries -1.12; number 62, C, carries -0.17; number 63, O, carries -0.36; number 64, C, carries 0.63; number 65, O, carries -0.53; number 66, O, carries -0.22; number 67, C, carries -0.41; number 68, H, carries 0.28; number 69, H, carries 0.37; number 70, H, carries 0.32; number 71, H, carries 0.29; number 72, H, carries 0.32; number 73, H, carries 0.37; number 74, H, carries 0.33; number 75, H, carries -0.01; number 76, Mg, carries 0.98; number 77, C, carries -0.45; number 78, O, carries -0.16; number 79, H, carries 0.27; number 80, H, carries 0.31; number 81, H, carries 0.15; number 82, H, carries 0.31; number 83, Br, carries -0.27; number 84, C, carries -0.45; number 85, C, carries 0.93; number 86, C, carries -0.20; number 87, C, carries -0.01; number 88, C, carries -0.30; number 89, C, carries -0.43; number 90, N, carries 1.08; number 91, O, carries -0.64; number 92, O, carries -0.53; number 93, H, carries 0.47; number 94, H, carries -0.75; number 95, H, carries 0.54; number 96, H, carries 0.23; number 97, H, carries 0.45; number 98, F, carries -0.38; number 99, Al, carries 0.30